# 1
{"formula": "C32H56O27", "method": "ωB97M-V with the def2-TZVPD basis set", "elements": ["C", "C", "O", "C", "O", "O", "H", "H", "H", "H", "C", "C", "O", "C", "O", "O", "H", "H", "H", "H", "C", "C", "O", "C", "O", "O", "H", "H", "H", "H", "C", "C", "O", "C", "O", "O", "H", "H", "H", "H", "C", "C", "O", "C", "O", "O", "C", "H", "H", "H", "H", "H", "H", "H", "H", "C", "C", "O", "C", "O", "O", "C", "H", "H", "H", "H", "H", "H", "H", "H", "C", "C", "O", "C", "O", "O", "C", "H", "H", "H", "H", "H", "H", "H", "H", "C", "C", "O", "C", "O", "O", "C", "H", "H", "H", "H", "H", "H", "H", "H", "C", "C", "O", "C", "O", "O", "C", "H", "H", "H", "H", "H", "H", "H", "H"], "coordinates": [[-2.695, 0.385, -5.825], [-3.690, 1.042, -4.908], [-3.889, 0.122, -3.894], [-2.895, -0.716, -3.880], [-2.738, -1.603, -3.026], [-2.180, -0.526, -4.876], [-2.036, 1.174, -6.188], [-3.271, -0.099, -6.613], [-4.665, 1.363, -5.274], [-3.155, 1.901, -4.501], [-2.535, 3.713, 1.574], [-3.554, 3.099, 0.679], [-4.645, 3.852, 0.836], [-4.498, 4.677, 1.878], [-5.478, 5.357, 2.255], [-3.302, 4.546, 2.449], [-1.852, 4.465, 1.179], [-2.008, 2.961, 2.161], [-3.677, 2.098, 1.094], [-2.993, 3.089, -0.255], [3.270, 3.001, -3.217], [3.310, 4.059, -4.369], [2.013, 4.153, -4.675], [1.233, 3.333, -4.086], [0.020, 3.248, -4.241], [1.925, 2.678, -3.135], [3.658, 3.488, -2.323], [3.948, 2.159, -3.361], [4.082, 3.731, -5.065], [3.755, 4.967, -3.961], [-2.065, -5.943, 4.057], [-3.550, -6.026, 3.888], [-4.073, -4.776, 4.426], [-3.070, -4.141, 5.124], [-3.244, -3.028, 5.660], [-1.959, -4.889, 4.945], [-1.451, -5.787, 3.170], [-1.732, -6.765, 4.691], [-3.920, -6.780, 4.583], [-3.789, -6.282, 2.856], [1.301, 3.971, -0.241], [1.753, 5.345, 0.327], [0.624, 6.131, 0.814], [0.766, 7.319, 1.482], [1.808, 7.795, 1.803], [-0.406, 7.581, 2.062], [-0.541, 8.712, 2.894], [2.131, 3.284, -0.077], [1.091, 4.001, -1.310], [0.449, 3.658, 0.362], [2.296, 6.006, -0.349], [2.525, 5.197, 1.083], [-0.267, 9.577, 2.291], [0.164, 8.872, 3.710], [-1.591, 8.728, 3.185], [-3.473, 0.056, 3.678], [-4.620, -0.687, 2.964], [-4.140, -1.592, 2.045], [-5.000, -1.995, 1.105], [-6.162, -1.599, 0.824], [-4.257, -2.802, 0.223], [-4.843, -3.065, -1.035], [-3.716, 1.019, 4.128], [-2.703, 0.286, 2.942], [-3.105, -0.606, 4.462], [-5.180, 0.122, 2.494], [-5.260, -1.146, 3.718], [-5.758, -3.625, -0.846], [-4.271, -3.694, -1.717], [-5.105, -2.077, -1.415], [2.496, -4.975, 0.510], [3.466, -4.129, 1.171], [4.819, -4.525, 0.902], [5.860, -3.627, 0.845], [7.036, -3.903, 0.451], [5.525, -2.470, 1.288], [6.470, -1.381, 1.392], [2.482, -4.713, -0.548], [1.574, -4.662, 1.000], [2.630, -6.057, 0.510], [3.160, -4.088, 2.216], [3.260, -3.113, 0.833], [6.468, -0.760, 0.496], [7.445, -1.705, 1.756], [6.054, -0.763, 2.188], [-0.648, -2.850, 2.304], [0.149, -1.710, 1.726], [-0.710, -1.065, 0.782], [-0.411, 0.063, 0.153], [0.630, 0.723, 0.338], [-1.480, 0.448, -0.585], [-1.236, 1.517, -1.413], [-1.632, -2.496, 2.613], [-0.288, -3.402, 3.173], [-0.862, -3.564, 1.509], [1.169, -1.789, 1.350], [0.269, -0.940, 2.488], [-0.225, 1.480, -1.820], [-1.317, 2.432, -0.827], [-1.968, 1.315, -2.195], [3.272, 0.171, -1.647], [4.406, -0.630, -2.365], [3.969, -2.002, -2.342], [4.709, -3.017, -2.779], [5.722, -3.025, -3.417], [4.033, -4.139, -2.405], [4.320, -5.448, -2.852], [3.313, -0.337, -0.684], [2.291, 0.202, -2.123], [3.487, 1.214, -1.415], [5.336, -0.531, -1.805], [4.545, -0.195, -3.355], [4.436, -5.611, -3.923], [3.616, -6.213, -2.524], [5.250, -5.804, -2.409]], "atomic_forces_ev_per_a": [[-2.122, 0.672, -0.032], [-0.283, 2.263, -0.099], [-2.464, 0.515, 1.636], [-1.524, -4.163, 5.407], [-0.181, 2.319, -1.931], [5.407, -0.466, -4.757], [0.593, -0.817, -0.014], [0.752, -0.518, -0.243], [0.257, -0.127, -0.334], [-0.351, 0.393, 0.347], [1.223, 1.020, 1.812], [3.531, -2.152, 0.198], [-1.931, 1.444, -0.951], [-5.209, 2.267, 1.757], [4.129, -1.866, -0.900], [-0.591, 0.125, 0.399], [0.432, -0.490, -0.811], [0.199, 0.199, 0.016], [-0.518, -0.356, -0.662], [-1.430, -0.199, -0.774], [2.019, 1.117, -0.148], [3.984, -1.209, 2.727], [-1.093, 2.728, -3.932], [-4.170, -1.219, 1.348], [2.723, -0.049, 0.300], [-0.777, -1.240, 0.592], [-0.484, -0.113, 0.487], [-0.556, -0.254, -0.365], [-0.984, -0.091, -1.138], [-0.652, 0.466, -0.141], [-0.107, -0.829, 0.909], [-0.755, -0.526, 0.536], [0.640, 0.066, -0.397], [-1.672, 2.277, -0.803], [1.328, -4.270, -1.476], [1.271, 3.449, 2.224], [-0.116, 0.051, 0.024], [0.381, -0.531, -0.894], [-0.250, -0.223, -0.410], [-0.721, 0.633, 0.165], [0.399, 1.609, 0.723], [-1.458, -0.700, -0.172], [0.174, -1.296, -1.161], [1.073, 0.063, 3.319], [0.180, 0.347, -1.224], [-0.136, -1.142, -1.371], [-0.215, 1.259, -0.204], [-0.110, -0.134, 0.000], [-0.279, 0.018, 0.163], [-0.011, -0.308, -0.298], [0.123, 0.475, -0.527], [0.002, 0.433, 0.898], [-0.372, 0.310, -0.405], [0.168, -1.083, 0.291], [0.339, 0.036, 0.089], [0.298, -1.024, -0.204], [-0.764, 2.940, 1.913], [-0.117, -1.403, -1.057], [-1.641, 0.435, -4.102], [4.013, -1.357, 1.883], [0.147, 0.651, 2.521], [-1.882, 0.296, 0.224], [-0.651, -0.196, 0.007], [0.308, -0.243, -0.030], [0.489, 0.201, -0.025], [-0.480, -0.415, -0.470], [-0.064, -0.227, -0.178], [-0.308, 0.117, -0.185], [0.756, 0.552, 0.525], [-0.001, -0.377, -0.761], [-1.047, -0.863, -1.816], [0.733, 1.585, 0.942], [1.419, 0.576, -0.224], [3.801, -2.848, -1.566], [-4.626, 0.423, 1.274], [-0.966, 2.336, 0.781], [-0.479, -0.006, 0.847], [-0.374, 0.015, -0.081], [-0.485, -0.488, -0.410], [0.114, 0.050, 0.698], [1.143, -0.242, 0.585], [0.473, 0.167, -0.216], [0.337, -0.488, -0.189], [-0.017, -0.203, -0.648], [-0.110, -0.006, -0.026], [-0.631, -0.770, -0.678], [0.318, 1.995, 1.521], [-0.807, 0.134, -1.722], [1.062, 0.525, 1.749], [-2.013, -1.104, -0.832], [1.353, -2.174, 2.076], [0.379, 0.444, -1.139], [0.021, 0.347, -0.086], [0.730, 0.359, -0.133], [0.061, -0.217, -0.028], [-0.216, -0.880, -0.436], [0.171, -0.048, 0.492], [-0.045, 0.039, -0.173], [-0.261, 0.307, -0.528], [0.004, 1.112, -0.153], [1.159, -0.875, 0.669], [-0.783, 1.012, -0.006], [-0.268, 0.801, 0.191], [0.038, -2.042, -0.696], [-0.117, 0.713, 0.244], [-1.070, 0.783, 0.266], [1.764, -1.129, -0.174], [-1.082, 0.154, 0.226], [0.153, -0.660, 0.002], [0.598, -0.080, -0.199], [0.038, -0.067, -0.059], [0.204, -0.749, -0.379], [-0.155, 0.777, -0.166], [-0.715, 0.865, 0.312], [0.286, 0.290, 0.031]], "e_homo_ev": [-11.89, -11.86], "energy_ev": -89358.6925, "multiplicity": 2, "charge": 1, "s_squared": 0.7609, "homo_lumo_gap_ev": [8.59, 1.33]}

=====

# 2
{"formula": "C32H57CaN2O2P2", "method": "ωB97M-V with the def2-TZVPD basis set", "elements": ["C", "C", "C", "C", "C", "H", "H", "H", "N", "P", "P", "C", "H", "H", "C", "O", "C", "H", "C", "C", "C", "C", "C", "H", "H", "H", "C", "H", "H", "H", "C", "H", "H", "H", "C", "H", "H", "H", "C", "H", "H", "H", "C", "H", "H", "H", "C", "H", "H", "H", "C", "H", "H", "H", "C", "H", "H", "H", "C", "H", "H", "H", "C", "H", "H", "H", "C", "H", "H", "H", "Ca", "N", "C", "C", "C", "C", "C", "H", "H", "H", "H", "H", "H", "H", "H", "H", "C", "C", "C", "O", "H", "H", "H", "H", "H", "H"], "coordinates": [[2.453, -1.267, -1.666], [1.441, 0.587, -2.668], [3.392, -1.347, -2.691], [2.305, 0.516, -3.758], [3.298, -0.455, -3.753], [4.151, -2.145, -2.658], [2.183, 1.217, -4.592], [3.985, -0.535, -4.604], [1.542, -0.285, -1.629], [0.713, -2.635, 0.132], [0.033, 2.552, -0.981], [2.420, -2.317, -0.546], [2.871, -3.242, -0.934], [3.040, -1.957, 0.289], [-2.487, -0.383, 2.141], [-3.369, -0.102, 2.820], [0.273, 1.572, -2.645], [0.395, 2.297, -3.463], [-1.645, 3.471, -0.964], [1.543, 3.620, -0.611], [-0.270, -3.636, -1.158], [0.788, -3.388, 1.875], [-2.724, 2.565, -0.325], [-2.630, 2.521, 0.770], [-3.711, 2.990, -0.557], [-2.719, 1.537, -0.711], [-1.575, 4.754, -0.121], [-1.363, 4.543, 0.935], [-0.841, 5.480, -0.485], [-2.566, 5.232, -0.160], [-2.032, 3.790, -2.410], [-2.817, 4.562, -2.394], [-1.197, 4.182, -3.003], [-2.446, 2.907, -2.915], [1.418, 4.167, 0.836], [0.832, 3.492, 1.474], [2.418, 4.237, 1.286], [0.964, 5.166, 0.877], [2.798, 2.732, -0.667], [2.677, 1.839, -0.040], [3.042, 2.434, -1.688], [3.645, 3.301, -0.260], [1.582, 4.724, -1.677], [0.889, 4.541, -2.509], [1.364, 5.705, -1.237], [2.589, 4.778, -2.119], [-0.650, -3.567, 2.407], [-0.597, -4.034, 3.403], [-1.175, -2.605, 2.517], [-1.265, -4.207, 1.759], [1.527, -2.428, 2.828], [2.499, -2.100, 2.443], [0.938, -1.533, 3.061], [1.701, -2.947, 3.783], [1.536, -4.723, 1.816], [2.376, -4.697, 1.111], [1.952, -4.932, 2.813], [0.883, -5.565, 1.557], [0.184, -3.238, -2.568], [1.235, -3.481, -2.758], [-0.428, -3.770, -3.308], [0.036, -2.165, -2.743], [-1.781, -3.305, -0.994], [-2.120, -2.603, -1.771], [-2.377, -4.229, -1.066], [-2.028, -2.822, -0.035], [-0.020, -5.134, -0.958], [1.051, -5.372, -0.935], [-0.499, -5.526, -0.051], [-0.468, -5.667, -1.812], [-0.251, -0.010, 0.197], [-1.440, 0.003, -1.732], [-1.108, 0.601, -2.760], [-1.814, 0.465, -4.182], [-1.307, 1.495, -5.174], [-1.481, -0.912, -4.747], [-3.341, 0.593, -3.984], [-1.476, 2.518, -4.832], [-0.241, 1.350, -5.364], [-1.838, 1.377, -6.127], [-1.819, -1.717, -4.086], [-1.983, -1.045, -5.713], [-0.402, -1.027, -4.897], [-3.765, 1.294, -4.712], [-3.824, -0.381, -4.126], [-3.611, 0.926, -2.975], [0.340, 1.498, 3.561], [1.573, 1.126, 2.806], [2.866, 1.294, 3.511], [1.487, 0.656, 1.634], [0.612, 2.027, 4.489], [-0.234, 0.593, 3.842], [-0.333, 2.153, 2.973], [2.818, 0.743, 4.465], [3.725, 0.940, 2.930], [3.008, 2.358, 3.764]], "atomic_forces_ev_per_a": [[-0.231, 0.215, 0.189], [-0.455, 0.265, 0.831], [0.096, -0.528, 0.095], [-0.066, 0.070, -0.088], [0.230, -0.024, -0.295], [-0.425, 0.499, -0.161], [0.113, -0.333, 0.349], [-0.234, 0.057, 0.415], [-0.144, 0.256, -0.384], [-0.853, 1.259, -0.056], [0.053, -2.040, 0.931], [0.212, -0.379, -0.065], [0.063, 0.232, 0.181], [-0.146, -0.168, -0.145], [-2.512, 1.078, 1.847], [2.515, -0.939, -1.944], [-0.385, 0.404, 0.050], [-0.029, -0.357, 0.114], [0.616, -0.090, -0.369], [-0.806, 0.064, -0.380], [0.296, -0.318, 0.665], [0.143, -0.339, -0.771], [0.004, -0.127, -0.168], [0.080, 0.125, -0.131], [0.164, -0.014, 0.142], [0.051, 0.321, -0.057], [-0.037, 0.078, -0.057], [0.009, 0.005, -0.230], [-0.156, -0.162, -0.014], [0.225, -0.093, 0.005], [-0.513, 0.316, -0.084], [0.097, -0.188, -0.146], [-0.185, -0.051, 0.127], [0.205, 0.245, 0.145], [0.056, 0.099, -0.011], [0.068, 0.141, -0.150], [-0.167, 0.086, -0.123], [0.095, -0.383, -0.016], [-0.148, -0.072, 0.095], [0.058, 0.145, -0.242], [-0.013, -0.050, 0.111], [-0.123, -0.015, -0.192], [0.778, 0.503, -0.187], [0.190, 0.153, 0.216], [-0.023, -0.157, -0.250], [-0.246, 0.160, 0.087], [0.075, -0.093, -0.105], [-0.044, 0.088, -0.246], [0.252, -0.281, -0.059], [0.203, 0.099, 0.185], [0.058, 0.021, -0.061], [-0.120, -0.096, 0.073], [0.004, -0.146, -0.189], [-0.041, 0.082, -0.259], [0.156, -0.363, 0.677], [-0.122, -0.039, 0.158], [-0.044, -0.140, -0.220], [0.209, 0.295, -0.014], [0.067, 0.313, 0.034], [-0.140, -0.054, 0.020], [0.095, 0.009, 0.204], [0.039, -0.214, 0.066], [-0.098, 0.079, -0.026], [0.169, -0.186, 0.274], [0.156, 0.260, 0.000], [0.109, -0.255, -0.214], [-0.261, -0.289, -0.351], [-0.221, -0.003, -0.005], [0.175, 0.148, -0.216], [0.144, 0.026, 0.234], [-0.121, 0.092, -0.397], [-0.333, -0.129, -0.219], [0.491, 0.452, -0.269], [0.350, 0.261, 0.991], [-0.097, 0.202, -0.287], [0.017, -0.332, 0.031], [-0.117, -0.116, 0.033], [0.067, -0.035, -0.056], [-0.012, 0.090, -0.081], [0.127, 0.013, 0.115], [0.012, 0.196, -0.020], [0.108, 0.024, 0.086], [-0.059, -0.018, -0.043], [-0.005, -0.128, 0.097], [0.010, 0.220, 0.011], [0.121, -0.030, -0.206], [-0.557, 0.412, 0.555], [-0.361, -1.146, -2.707], [0.578, -0.018, 0.081], [0.362, 1.065, 3.030], [-0.252, -0.215, -0.315], [0.346, 0.319, -0.159], [0.397, -0.378, 0.116], [-0.005, 0.211, -0.228], [-0.322, 0.085, 0.037], [-0.084, -0.308, -0.033]], "e_homo_ev": -9.18, "energy_ev": -78196.8852, "de_lowest_kcal_mol": 11.97, "charge": 1, "homo_lumo_gap_ev": 6.56}